Record 1
35
Properties=species:S:1:pos:R:3 method="wB97M-V/def2-TZVPD" orbital_gap_ev=7.3 relative_energy_kcal_mol=62.2 total_charge=+1 total_energy_ev=-25657.0936 max_force_ev_per_a=4.96
C -1.63 -1.39 -0.39
C -0.33 -1.30 -0.82
C -2.35 -0.37 0.21
C 0.33 -0.02 -1.02
C 1.00 1.41 -2.90
C 0.40 -0.98 -3.38
C 2.42 -0.45 -2.14
C 0.18 -0.70 2.65
C 0.06 1.80 3.03
C -1.76 0.30 3.62
C 1.01 -0.01 -2.41
C -0.63 0.51 2.62
O 0.27 1.01 -0.39
S -1.71 0.93 1.14
H -2.19 -2.19 -0.85
H -0.05 -2.17 -1.37
H -3.32 -0.19 -0.22
H 1.30 2.04 -2.05
H 1.91 1.43 -3.65
H 0.13 1.75 -3.52
H -0.68 -0.84 -3.24
H 0.69 -2.02 -3.42
H 0.73 -0.68 -4.42
H 3.10 -0.29 -2.95
H 2.34 -1.47 -1.99
H 2.91 0.19 -1.34
H 0.63 -0.86 3.58
H -0.23 -1.63 2.36
H 1.12 -0.63 1.98
H 0.62 1.72 3.98
H -0.65 2.61 3.11
H 0.81 2.04 2.34
H -2.24 -0.75 3.61
H -1.53 0.27 4.68
H -2.65 0.94 3.56

***

Record 2
45
Properties=species:S:1:pos:R:3 method="wB97M-V/def2-TZVPD" orbital_gap_ev=7.2 relative_energy_kcal_mol=575.5 total_energy_ev=-579258.3378 max_force_ev_per_a=16.42
Br -3.87 2.97 2.22
C -2.45 1.81 1.42
C -3.01 1.39 0.07
Br -1.83 0.05 -0.88
H -2.48 0.91 2.04
H -1.52 2.36 1.51
H -3.16 2.24 -0.60
H -3.96 0.88 0.23
Br 1.21 -0.01 -3.90
C -0.28 0.60 -2.59
C 0.40 0.90 -1.29
Br 1.80 2.30 -1.38
H -1.10 -0.10 -2.50
H -0.64 1.58 -2.92
H 0.85 0.00 -0.87
H -0.42 1.31 -0.70
Br 5.90 3.24 1.00
C 4.45 1.78 0.72
C 4.20 1.35 -0.78
Br 3.06 -0.34 -1.09
H 3.54 2.25 1.09
H 4.80 0.91 1.29
H 5.12 1.35 -1.37
H 3.72 2.13 -1.36
Br -1.72 -1.41 1.61
C -3.24 -2.29 0.77
C -3.20 -2.59 -0.72
Br -1.30 -3.29 -1.17
H -4.13 -1.81 1.19
H -3.17 -3.28 1.22
H -3.15 -1.57 -1.09
H -4.11 -3.03 -1.14
C 0.34 -2.09 -0.35
C 0.46 -1.40 1.06
C 1.85 -0.88 1.17
O 1.60 0.44 1.78
C 0.26 0.78 1.56
O -0.31 1.85 1.69
O -0.35 -0.30 0.88
H -0.69 -2.42 -0.26
H 0.99 -2.96 -0.44
H 0.49 -1.50 -1.26
H 0.19 -1.95 1.96
H 2.46 -0.77 0.27
H 2.40 -1.40 1.95

***

Record 3
39
Properties=species:S:1:pos:R:3 method="wB97M-V/def2-TZVPD" orbital_gap_ev=6.1 relative_energy_kcal_mol=56.9 total_charge=+1 total_energy_ev=-31275.6229 max_force_ev_per_a=5.43
C -3.63 -0.25 -3.07
C -3.16 0.61 -1.95
N -2.43 -0.11 -0.99
C -2.35 0.27 0.33
C -1.58 -0.70 0.95
N -1.12 -1.58 0.01
C -1.68 -1.24 -1.24
C -0.14 -2.67 0.16
H -4.31 -1.06 -2.78
H -2.77 -0.65 -3.60
H -4.37 0.25 -3.71
H -4.02 1.22 -1.65
H -2.48 1.41 -2.26
H -2.94 1.09 0.73
H -1.21 -0.90 1.95
H -1.56 -1.72 -2.20
H -0.49 -3.51 -0.44
H -0.06 -2.95 1.21
H 0.79 -2.18 -0.14
C 3.43 0.27 3.42
C 2.96 -0.31 2.09
N 2.14 0.58 1.37
C 1.04 1.24 1.85
C 0.43 1.93 0.83
N 1.07 1.56 -0.35
C 2.12 0.74 -0.02
C 0.72 1.91 -1.70
H 4.28 -0.31 3.77
H 2.57 0.30 4.09
H 3.78 1.30 3.40
H 2.47 -1.27 2.24
H 3.92 -0.53 1.62
H 0.90 1.34 2.92
H -0.42 2.59 0.78
H 2.70 0.23 -0.77
H 1.49 1.54 -2.37
H 0.34 2.91 -1.91
H -0.10 1.21 -1.83
Cl 3.64 -2.58 -0.76

***

Record 4
52
Properties=species:S:1:pos:R:3 method="wB97M-V/def2-TZVPD" orbital_gap_ev=10.1 smiles="[H]/N=C/C[C@@H]1CCC(=O)N1.O=S1(=O)OCCO1.O=S1(=O)OCCO1.O=S1(=O)OCCO1" total_energy_ev=-74900.2815 max_force_ev_per_a=2.73
H 1.77 0.82 -1.15
N 1.29 0.03 -0.72
C 0.58 -0.46 -1.65
C -0.28 -1.67 -1.38
C -1.66 -1.57 -2.09
C -2.25 -0.12 -2.14
C -2.65 0.00 -0.64
C -3.04 -1.46 -0.23
O -3.42 -1.86 0.81
N -2.80 -2.26 -1.44
H 0.57 -0.02 -2.66
H -0.37 -1.71 -0.28
H 0.24 -2.60 -1.66
H -1.51 -1.89 -3.13
H -3.09 -0.06 -2.85
H -1.57 0.69 -2.42
H -3.35 0.80 -0.38
H -1.73 0.23 -0.09
H -3.58 -1.98 -2.03
O 3.07 -3.45 2.60
S 2.40 -2.77 3.66
O 3.11 -2.24 4.77
O 1.20 -3.70 4.18
C -0.04 -2.99 4.07
C 0.15 -2.05 2.90
O 1.50 -1.60 3.02
H -0.21 -2.45 5.00
H -0.86 -3.69 3.91
H -0.54 -1.21 2.92
H 0.04 -2.58 1.94
O 6.54 -0.09 -3.95
S 6.22 0.36 -2.64
O 6.31 1.72 -2.28
O 7.05 -0.53 -1.59
C 6.16 -1.18 -0.68
C 4.88 -1.37 -1.46
O 4.75 -0.18 -2.25
H 6.00 -0.52 0.18
H 6.58 -2.12 -0.34
H 4.01 -1.49 -0.82
H 4.95 -2.22 -2.15
O -4.29 4.62 -2.03
S -4.23 3.88 -0.82
O -4.18 2.46 -0.81
O -5.43 4.37 0.13
C -4.90 4.84 1.37
C -3.52 5.36 1.03
O -3.02 4.44 0.07
H -4.85 4.00 2.07
H -5.55 5.62 1.79
H -2.86 5.40 1.90
H -3.57 6.35 0.57

***

Record 5
41
Properties=species:S:1:pos:R:3 method="wB97M-V/def2-TZVPD" orbital_gap_ev=10.3 relative_energy_kcal_mol=3.2 smiles="CCOC(=O)CCCCC(=O)N[C@@H](CO)C(=O)NC" total_energy_ev=-26020.4376 max_force_ev_per_a=0.78
C -1.49 -1.95 -5.06
C -2.21 -0.93 -4.19
O -1.45 -0.62 -3.02
C -0.49 0.30 -3.15
O -0.24 0.88 -4.17
C 0.22 0.51 -1.83
C 1.31 1.57 -1.94
C 2.20 1.66 -0.70
C 1.49 2.23 0.53
C 0.43 1.32 1.13
O -0.73 1.66 1.28
N 0.87 0.10 1.49
C 0.00 -0.93 2.01
C 0.69 -2.29 1.81
O 1.95 -2.30 2.40
C -0.26 -0.69 3.52
O 0.28 -1.36 4.38
N -1.09 0.33 3.74
C -1.42 0.79 5.07
H -1.27 -2.85 -4.49
H -0.56 -1.53 -5.44
H -2.12 -2.22 -5.91
H -3.15 -1.33 -3.81
H -2.39 -0.01 -4.75
H 0.64 -0.45 -1.52
H -0.54 0.79 -1.09
H 0.84 2.54 -2.12
H 1.93 1.34 -2.80
H 3.04 2.31 -0.93
H 2.61 0.67 -0.48
H 1.01 3.17 0.28
H 2.23 2.42 1.32
H 1.85 -0.14 1.47
H -0.96 -0.89 1.48
H 0.84 -2.47 0.74
H 0.04 -3.08 2.21
H 1.80 -2.18 3.36
H -1.38 0.90 2.95
H -2.50 0.81 5.20
H -1.02 1.79 5.24
H -0.98 0.10 5.79

***

Record 6
44
Properties=species:S:1:pos:R:3 method="wB97M-V/def2-TZVPD" orbital_gap_ev="6.9 / 3.6" relative_energy_kcal_mol=3.1 s2=0.760 total_charge=+3 multiplicity=2 total_energy_ev=-68298.3615 max_force_ev_per_a=5.56
Yb 0.07 0.22 -2.18
O 2.09 -2.84 -2.71
C 1.47 -1.87 -2.71
C -1.54 2.12 -2.19
O -2.29 2.98 -2.05
C -2.06 -0.87 -2.90
O -3.08 -1.37 -3.05
C 2.12 1.68 -2.30
O 3.08 2.26 -2.03
C 0.04 0.74 -6.42
H 1.14 0.77 -6.47
H -0.43 -0.25 -6.55
C -0.69 1.85 -6.23
H -1.79 1.82 -6.19
H -0.22 2.84 -6.11
C 0.39 2.36 1.22
N 0.05 1.21 2.06
C -0.46 1.44 3.43
P 0.06 -0.28 1.41
O 0.09 -0.16 -0.11
N 1.37 -1.07 2.03
C 1.82 -2.32 1.41
C 2.34 -0.45 2.92
N -1.27 -1.10 1.90
C -1.22 -2.10 2.97
C -2.47 -1.04 1.04
H 1.11 3.04 1.70
H -0.51 2.96 0.96
H 0.84 2.03 0.27
H -1.47 1.85 3.39
H -0.51 0.50 4.01
H 0.21 2.12 4.01
H 2.39 -2.13 0.49
H 2.48 -2.80 2.14
H 1.00 -3.03 1.19
H 2.90 0.37 2.44
H 1.88 -0.06 3.83
H 3.05 -1.24 3.18
H -1.89 -1.81 3.80
H -1.52 -3.09 2.58
H -0.20 -2.18 3.39
H -3.33 -0.60 1.57
H -2.28 -0.44 0.13
H -2.75 -2.05 0.71

***

Record 7
47
Properties=species:S:1:pos:R:3 method="wB97M-V/def2-TZVPD" orbital_gap_ev=9.3 smiles="Cc1ncc(COP(=O)(O)O)c(N)n1.CNC(=O)[C@H](CO)NC(C)=O" total_energy_ev=-43877.1330 max_force_ev_per_a=3.38
C 4.51 5.10 -2.77
C 3.13 4.56 -2.63
N 2.77 3.56 -3.42
C 1.54 3.06 -3.29
C 0.65 3.57 -2.36
C -0.73 3.01 -2.15
O -0.90 1.82 -2.92
P -0.90 0.45 -2.05
O -1.63 -0.64 -2.70
O 0.60 0.03 -1.77
O -1.71 0.56 -0.71
C 1.13 4.62 -1.63
N 0.39 5.29 -0.72
N 2.32 5.13 -1.74
H 4.54 5.85 -3.57
H 5.21 4.30 -3.02
H 4.84 5.57 -1.84
H 1.26 2.23 -3.93
H -0.90 2.86 -1.08
H -1.47 3.75 -2.49
H 0.48 -0.90 -1.47
H -2.49 0.08 -1.06
H -0.57 5.45 -1.01
H 0.91 6.10 -0.40
C -3.99 -4.30 1.98
N -2.75 -3.54 2.16
C -1.93 -3.21 1.15
O -2.17 -3.54 0.00
C -0.64 -2.41 1.48
C 0.52 -2.75 0.53
O 0.18 -2.42 -0.80
N -0.19 -2.48 2.88
C 0.10 -3.61 3.54
C 0.58 -3.45 4.96
O -0.03 -4.72 3.05
H -3.76 -5.26 1.53
H -4.47 -4.46 2.95
H -4.66 -3.75 1.32
H -2.46 -3.31 3.09
H -0.90 -1.37 1.29
H 1.40 -2.18 0.82
H 0.74 -3.82 0.59
H -0.60 -2.96 -1.03
H -0.04 -1.61 3.36
H 0.80 -4.44 5.36
H 1.49 -2.85 4.97
H -0.19 -2.98 5.56

***

Record 8
36
Properties=species:S:1:pos:R:3 method="wB97M-V/def2-TZVPD" orbital_gap_ev=9.8 relative_energy_kcal_mol=24.9 smiles="CC(=O)OCC[C@@H](C)CCC=C(C)C" total_energy_ev=-16896.1177 max_force_ev_per_a=0.51
C 0.15 6.20 0.59
C 0.55 4.88 -0.03
O 1.51 4.72 -0.74
O -0.31 3.92 0.30
C -0.07 2.61 -0.22
C 0.94 1.85 0.63
C 1.18 0.42 0.13
C 2.50 -0.10 0.70
C 0.02 -0.50 0.52
C 0.01 -1.83 -0.24
C -1.18 -2.67 0.12
C -1.50 -3.81 -0.48
C -0.67 -4.37 -1.60
C -2.69 -4.62 -0.08
H -0.51 6.03 1.43
H -0.37 6.79 -0.16
H 1.04 6.74 0.90
H 0.30 2.70 -1.25
H -1.05 2.12 -0.23
H 0.60 1.83 1.66
H 1.88 2.40 0.60
H 1.26 0.44 -0.96
H 3.33 0.53 0.38
H 2.47 -0.11 1.79
H 2.70 -1.11 0.36
H 0.07 -0.70 1.60
H -0.93 0.01 0.32
H 0.92 -2.39 -0.03
H 0.00 -1.62 -1.31
H -1.80 -2.30 0.92
H -1.07 -5.33 -1.94
H 0.36 -4.52 -1.27
H -0.65 -3.68 -2.44
H -2.39 -5.62 0.24
H -3.37 -4.74 -0.93
H -3.24 -4.14 0.73

***

Record 9
46
Properties=species:S:1:pos:R:3 method="wB97M-V/def2-TZVPD" orbital_gap_ev=6.0 total_charge=+1 total_energy_ev=-32401.8258 max_force_ev_per_a=1.93
C -1.04 -5.80 -3.22
B 0.23 -5.53 -2.33
O 0.75 -6.54 -1.54
C 0.91 -4.06 -2.29
N 1.16 -3.19 -3.24
C 1.73 -2.06 -2.69
C 2.19 -0.77 -3.34
O 3.37 -0.59 -3.47
N 1.24 0.23 -3.75
C 0.74 0.85 -2.53
O -0.41 0.88 -2.25
F 1.71 1.33 -1.75
C 1.84 -2.28 -1.38
N 1.32 -3.53 -1.14
H -1.60 -4.86 -3.30
H -1.67 -6.51 -2.67
H -0.82 -6.21 -4.21
H 0.75 -6.21 -0.63
H 0.97 -3.33 -4.22
H 1.81 0.93 -4.24
H 2.23 -1.63 -0.60
H 1.25 -4.00 -0.25
C -0.44 0.33 0.64
O 0.18 0.69 1.87
C 1.16 1.72 1.75
C 0.68 3.01 2.40
N -0.41 3.61 1.63
C -1.09 4.71 2.32
C -1.83 4.39 3.61
O -2.98 3.57 3.44
C -2.72 2.18 3.41
H -1.03 -0.57 0.83
H -1.11 1.12 0.29
H 0.30 0.11 -0.12
H 1.44 1.89 0.71
H 2.04 1.38 2.28
H 1.51 3.71 2.46
H 0.36 2.76 3.42
H -1.09 2.90 1.41
H -1.82 5.12 1.61
H -0.36 5.50 2.51
H -2.21 5.34 4.01
H -1.18 3.98 4.39
H -1.88 1.90 4.03
H -2.56 1.84 2.38
H -3.61 1.67 3.78

***

Record 10
48
Properties=species:S:1:pos:R:3 method="wB97M-V/def2-TZVPD" orbital_gap_ev=9.9 relative_energy_kcal_mol=0.0 total_charge=+1 total_energy_ev=-80547.5566 max_force_ev_per_a=1.59
Ca 0.23 -0.59 1.39
P 1.14 -2.50 -0.49
C -0.18 -2.50 -1.78
C -1.21 -1.38 -1.67
N -1.18 -0.53 -0.63
C -2.02 0.53 -0.61
C -3.04 0.66 -1.56
C -3.12 -0.25 -2.60
C -2.18 -1.28 -2.67
C -1.88 1.52 0.55
P -0.39 2.62 0.53
H -2.19 -2.01 -3.47
H -3.74 1.49 -1.44
H -3.89 -0.15 -3.36
H -2.73 2.22 0.52
H -1.92 1.01 1.53
H 0.31 -2.43 -2.73
H -0.70 -3.48 -1.75
H 3.02 1.24 -4.63
O 2.28 1.82 -4.50
H 2.14 1.83 -3.53
H 2.14 3.55 -0.68
O 0.91 1.88 0.31
H 2.79 3.80 -0.97
C -0.74 3.80 -0.78
H -1.81 3.82 -1.01
H -0.40 4.79 -0.47
H -0.17 3.49 -1.66
C -0.48 3.42 2.14
H 0.40 4.07 2.25
H -1.40 4.02 2.22
H -0.46 2.65 2.93
C 0.80 -4.11 0.31
H 1.53 -4.85 -0.04
H 0.87 -4.00 1.40
H -0.22 -4.44 0.06
C 2.61 -2.87 -1.50
H 3.49 -2.47 -0.98
H 2.72 -3.95 -1.64
H 2.52 -2.36 -2.47
F 1.93 0.02 5.28
C 1.62 -0.96 4.41
F 2.21 -0.61 3.18
F 2.18 -2.11 4.81
S -0.21 -1.10 4.09
O -0.89 -1.38 5.32
O -0.50 0.21 3.42
O -0.22 -2.15 3.02

***

Record 11
46
Properties=species:S:1:pos:R:3 method="wB97M-V/def2-TZVPD" orbital_gap_ev="9.5 / 5.8" relative_energy_kcal_mol=25.3 s2=8.803 total_charge=+2 multiplicity=6 total_energy_ev=-49391.4480 max_force_ev_per_a=3.43
Ir -0.45 1.06 -2.01
O 2.62 1.82 -0.43
Cl 2.14 2.29 -1.70
O 3.06 3.06 -2.35
O 1.74 1.12 -2.44
O 0.90 2.98 -1.41
C -1.65 -0.71 2.16
C -1.21 0.68 2.40
Sb 0.59 1.03 0.82
C 2.12 -0.39 1.60
C 2.27 -0.31 3.10
C 0.92 2.95 1.97
C -0.03 4.02 1.55
H -2.47 -0.92 2.87
H -0.87 -1.44 2.37
H -2.05 -0.85 1.16
H -0.76 0.86 3.36
H -1.91 1.45 2.09
H 3.01 -0.06 1.07
H 1.83 -1.39 1.27
H 2.58 0.68 3.42
H 3.06 -1.01 3.39
H 1.37 -0.61 3.63
H 1.95 3.17 1.69
H 0.83 2.69 3.02
H 0.01 4.21 0.48
H 0.26 4.95 2.05
H -1.06 3.82 1.85
N -6.66 -0.93 -1.88
C -5.70 -0.39 -2.22
N -4.61 0.19 -2.54
C -3.46 0.50 -2.33
N -2.32 0.83 -2.19
C 1.01 -3.35 -2.47
C -0.20 -3.61 -1.57
C -0.89 -2.26 -1.63
O 0.18 -1.30 -1.55
C 1.31 -1.86 -2.24
H 0.75 -3.54 -3.51
H 1.87 -3.97 -2.21
H 0.11 -3.84 -0.55
H -0.84 -4.40 -1.93
H -1.58 -2.06 -0.81
H -1.42 -2.15 -2.59
H 2.18 -1.69 -1.61
H 1.47 -1.32 -3.18